1) 15
Properties=species:S:1:pos:R:3:lowdin_charge:R:1 method="wB97M-V/def2-TZVPD" homo_lumo_gap_ha=0.302
H -0.381 2.808 0.320 0.041
Cl 2.767 -2.141 -0.430 0.610
C -1.449 -1.346 0.563 0.021
H -1.622 1.571 0.398 0.084
C -0.542 1.782 0.398 -0.113
H -1.928 -1.878 1.318 0.044
C -0.150 -1.244 0.549 -0.177
C 1.867 -0.689 -0.815 -0.496
H 0.458 -1.660 1.394 0.121
S 0.234 1.624 -2.248 0.752
H -2.120 -0.877 -0.153 0.081
H -0.149 1.465 1.401 0.102
H 2.360 -0.039 -1.542 0.050
C 0.603 -0.368 -0.380 -0.347
C 0.051 0.991 -0.773 -0.773

=====

2) 15
Properties=species:S:1:pos:R:3:lowdin_charge:R:1 method="wB97M-V/def2-TZVPD" smiles="Cl[C@@H]1[C@H]2C=CSC[C@H]12" homo_lumo_gap_ha=0.343
S 2.250 -0.750 -0.226 0.873
C 0.921 1.740 -0.073 -0.134
C -0.273 0.856 -0.221 -0.293
H 3.042 1.524 -0.017 0.069
C -1.493 0.433 0.561 -0.608
H -0.384 0.442 -1.215 0.129
C 2.051 1.037 -0.082 -0.426
C -0.181 -0.266 0.774 -0.355
Cl -2.848 -0.230 -0.322 0.633
H -1.782 1.007 1.419 0.097
H 0.697 -2.288 0.906 0.083
H 0.911 2.834 -0.051 0.106
H 0.166 -1.817 -0.728 0.071
C 0.564 -1.437 0.209 -0.399
H 0.218 0.027 1.763 0.154

=====

1) comes first in stability; the runner-up is 9.1 kcal/mol higher.

=====

1) 217
Properties=species:S:1:pos:R:3:lowdin_charge:R:1 method="wB97M-V/def2-TZVPD" homo_lumo_gap_ha=0.286 total_charge=-1
H 27.969 -17.006 21.430 0.048
H 21.076 -15.277 13.236 0.023
H 26.561 -20.236 13.654 0.088
H 20.176 -6.900 18.156 0.121
H 27.356 -14.086 21.351 0.051
C 20.676 -15.357 19.353 -0.384
H 23.435 -11.851 23.403 0.059
C 24.793 -15.958 12.163 -0.055
N 22.359 -16.455 16.278 0.068
H 28.150 -12.650 11.496 0.113
H 16.791 -14.956 9.206 0.083
H 22.765 -10.002 12.946 0.077
N 23.608 -9.914 21.642 0.071
C 28.720 -16.448 19.260 -0.214
C 23.185 -7.129 24.694 -0.154
H 21.713 -11.768 23.831 0.072
H 27.552 -15.094 11.868 0.052
C 22.447 -11.554 23.041 -0.079
O 22.677 -13.538 15.747 0.187
O 29.077 -13.346 14.567 -0.177
H 25.069 -15.036 23.795 0.124
C 29.656 -16.823 20.396 -0.417
N 30.097 -12.834 12.131 0.031
H 23.371 -17.956 18.066 0.105
N 23.451 -7.871 18.295 0.059
C 27.928 -6.784 9.791 -0.065
H 28.068 -11.938 19.243 0.128
H 26.849 -6.789 9.959 0.072
H 25.550 -12.654 21.792 0.055
H 25.889 -14.830 19.388 0.061
H 23.466 -6.120 24.379 0.084
C 22.013 -7.643 16.333 -0.064
H 26.235 -16.738 10.782 0.126
C 28.583 -13.113 15.868 -0.093
N 28.872 -17.472 21.500 0.046
H 29.204 -15.352 12.417 0.085
O 27.727 -15.570 19.734 -0.235
O 24.775 -12.533 15.580 0.227
H 27.509 -9.407 9.082 0.133
H 22.171 -16.617 19.823 0.052
H 23.792 -16.239 12.494 0.076
H 20.329 -14.007 17.616 0.077
C 24.886 -20.041 18.138 -0.106
C 28.575 -8.044 10.346 -0.434
H 24.343 -16.863 26.684 0.085
C 28.111 -13.021 13.600 -0.208
H 22.282 -17.667 22.390 0.075
H 29.291 -15.924 18.475 0.129
C 21.027 -7.404 18.636 -0.231
H 26.236 -11.904 22.996 0.080
H 31.485 -17.997 20.643 0.077
H 26.333 -11.148 17.369 0.079
H 26.182 -16.397 18.649 0.074
H 27.692 -10.013 17.828 0.092
H 18.184 -15.357 14.679 0.069
O 24.012 -13.023 19.965 0.131
C 25.915 -10.296 11.312 -0.096
N 22.097 -15.824 19.192 0.051
H 22.475 -11.634 12.385 0.063
C 17.394 -16.829 18.859 -0.118
H 16.467 -16.374 19.211 0.086
O 26.461 -10.628 19.379 -0.158
H 24.871 -15.609 15.660 0.079
H 19.305 -12.719 15.896 0.073
H 23.959 -7.487 25.383 0.082
H 24.005 -17.841 25.253 0.083
H 24.702 -16.887 20.690 0.077
H 26.942 -19.009 14.839 0.086
H 19.871 -17.447 19.309 0.127
C 22.788 -9.258 23.889 -0.217
H 30.137 -9.259 9.835 0.065
H 30.585 -7.764 9.998 0.068
C 30.706 -17.798 19.905 -0.077
N 26.043 -11.785 22.003 0.054
H 20.322 -6.530 21.727 0.082
O 19.516 -10.878 15.002 -0.198
C 24.817 -16.469 16.333 -0.037
H 25.017 -10.048 11.875 0.073
H 27.176 -13.584 13.637 0.107
H 30.689 -13.350 11.490 0.061
H 25.464 -16.796 25.353 0.094
C 24.027 -15.385 23.781 -0.200
C 20.176 -7.000 20.756 -0.135
H 19.847 -8.033 20.935 0.083
H 18.279 -11.432 16.513 0.093
H 19.627 -13.481 19.051 0.091
H 24.179 -16.578 9.602 0.068
O 22.629 -10.609 18.988 0.120
C 22.090 -10.612 12.344 -0.066
H 17.424 -14.626 13.312 0.072
H 26.528 -12.664 19.449 0.107
C 23.142 -11.450 18.298 -0.383
H 28.318 -12.070 16.051 0.083
H 31.203 -17.425 19.007 0.079
B 23.676 -12.818 16.531 -0.903
O 21.308 -6.960 19.939 -0.163
H 24.190 -20.884 18.188 0.086
C 18.405 -14.923 13.700 -0.055
N 29.822 -8.315 9.612 0.019
H 21.879 -8.719 16.294 0.064
H 23.438 -17.666 10.580 0.069
H 27.977 -11.104 21.628 0.141
H 19.878 -11.023 12.379 0.137
O 24.974 -12.618 13.342 0.134
H 24.337 -17.371 23.027 0.123
H 28.784 -18.446 21.234 0.054
H 21.564 -10.735 14.926 0.125
H 18.057 -16.138 8.962 0.085
H 28.025 -6.747 8.704 0.076
H 17.380 -16.870 17.766 0.085
H 20.787 -8.478 18.647 0.126
C 19.281 -11.648 16.154 -0.091
C 27.673 -9.252 10.164 -0.236
O 23.642 -15.821 25.066 -0.178
H 28.349 -5.864 10.197 0.070
H 22.449 -6.076 17.783 0.134
H 28.905 -14.866 10.738 0.074
C 20.735 -11.150 14.345 -0.205
H 30.119 -15.930 20.818 0.133
H 20.626 -15.199 20.438 0.132
C 24.397 -16.876 25.594 -0.125
C 24.399 -12.861 14.369 -0.383
H 18.645 -16.899 12.918 0.134
N 22.470 -16.669 22.371 0.055
C 22.254 -7.150 17.774 -0.406
H 24.832 -19.413 19.038 0.079
O 17.881 -15.369 10.876 -0.187
H 25.648 -15.702 21.702 0.068
C 20.690 -10.552 12.938 -0.389
H 28.173 -10.196 10.424 0.112
H 26.623 -10.699 12.040 0.069
N 24.329 -17.397 10.178 0.031
C 28.577 -14.732 11.770 -0.051
H 19.675 -14.498 11.274 0.133
C 27.323 -11.909 21.277 -0.395
C 23.013 -13.542 14.448 -0.372
H 20.825 -12.234 14.228 0.104
H 19.923 -8.797 12.275 0.064
H 27.728 -13.767 16.069 0.077
C 26.262 -19.246 14.014 -0.127
H 26.004 -9.490 17.783 0.084
H 23.595 -17.664 15.029 0.129
H 26.927 -14.922 17.928 0.088
H 25.645 -11.032 10.551 0.097
H 22.327 -16.185 17.279 0.030
C 23.552 -17.287 16.053 -0.388
H 23.237 -8.861 18.185 0.025
O 22.349 -13.950 13.548 0.129
H 24.148 -7.704 17.571 0.056
H 22.261 -6.981 25.273 0.080
H 25.458 -15.915 13.030 0.063
H 24.859 -15.001 11.648 0.077
N 20.496 -16.113 13.343 0.039
H 19.747 -16.528 17.825 0.122
H 19.819 -16.172 10.760 0.125
H 21.967 -9.331 24.610 0.122
H 28.381 -13.283 22.624 0.078
O 26.417 -9.084 10.776 -0.178
H 19.326 -6.469 20.297 0.080
O 18.422 -15.984 19.325 -0.189
H 28.779 -7.978 11.421 0.139
H 22.657 -15.087 19.605 0.039
H 21.588 -9.753 22.180 0.132
H 21.374 -13.366 18.884 0.068
H 27.842 -11.957 13.612 0.119
H 20.457 -16.251 14.348 0.046
H 23.723 -9.658 24.312 0.125
H 18.466 -14.435 9.068 0.086
C 23.497 -18.410 17.072 -0.209
H 22.124 -10.202 11.335 0.079
C 19.207 -15.491 11.364 -0.208
H 22.165 -12.220 22.223 0.067
H 22.622 -19.064 16.946 0.130
C 23.815 -12.725 18.823 -0.399
H 30.590 -12.971 13.008 0.061
H 28.896 -13.363 20.976 0.076
H 21.048 -7.227 16.001 0.071
C 25.587 -18.375 11.956 -0.222
H 25.719 -17.077 16.245 0.079
H 28.262 -17.315 18.763 0.132
H 22.606 -15.542 15.896 0.037
H 24.758 -16.052 17.335 0.052
H 29.353 -13.424 16.576 0.086
C 28.003 -13.244 21.604 -0.062
C 20.516 -14.011 18.695 -0.024
H 17.452 -17.835 19.289 0.084
H 24.638 -18.884 12.195 0.125
H 19.671 -9.056 13.842 0.057
C 26.661 -10.327 18.019 -0.094
H 24.122 -15.270 20.901 0.046
H 25.912 -20.400 18.067 0.085
O 23.183 -11.481 16.985 0.221
H 25.296 -19.292 14.529 0.071
C 17.812 -15.207 9.491 -0.139
C 27.124 -11.799 19.787 -0.216
C 23.892 -16.428 22.683 -0.413
C 22.535 -10.076 22.623 -0.419
H 23.391 -14.523 23.569 0.126
O 23.021 -7.900 23.540 -0.173
O 26.354 -18.167 13.122 -0.182
H 19.024 -14.038 13.852 0.062
C 25.292 -17.070 11.227 -0.435
H 30.275 -18.781 19.692 0.077
C 19.710 -16.432 18.922 -0.198
H 24.328 -10.637 21.806 0.024
C 28.709 -13.267 12.207 -0.419
H 22.744 -7.155 15.692 0.076
H 20.086 -11.495 16.882 0.087
H 23.221 -10.297 20.770 0.033
H 26.067 -19.095 11.279 0.124
C 24.663 -16.069 21.408 -0.055
H 21.854 -16.328 23.104 0.077
O 24.076 -13.494 17.777 0.219
O 24.657 -19.214 17.029 -0.215
N 20.398 -9.087 13.128 0.038
C 26.626 -15.422 18.849 -0.095
C 19.141 -15.932 12.801 -0.421

=====

2) 217
Properties=species:S:1:pos:R:3:lowdin_charge:R:1 method="wB97M-V/def2-TZVPD" homo_lumo_gap_ha=0.291 total_charge=-1
H -1.556 0.901 7.928 0.078
H -0.385 -6.258 -5.190 0.078
H -1.388 -1.706 -10.363 0.072
O 0.453 0.739 8.571 -0.171
H 7.027 1.862 -3.899 0.076
H 8.197 0.836 6.102 0.088
N -0.511 -5.589 -1.956 0.042
C 3.347 -3.635 5.074 -0.420
C -0.158 1.492 2.336 -0.044
H -4.212 -0.128 -9.132 0.071
H 0.010 -5.959 -1.159 0.067
H 2.470 -0.009 -8.992 0.086
H 3.342 0.118 2.836 0.047
H 4.164 -3.882 3.237 0.078
O 2.793 -3.037 7.322 -0.195
C 0.837 -0.221 7.612 -0.198
C -7.638 3.546 2.225 -0.127
H 4.705 -0.110 6.256 0.098
C 1.751 -5.431 -3.076 -0.210
H -1.756 -0.382 -9.137 0.070
C -4.519 2.265 4.169 -0.114
C 5.628 1.220 -2.398 -0.429
H 3.549 -5.691 4.547 0.075
H -1.930 1.741 1.235 0.127
H -2.219 -0.877 5.196 0.064
H -1.740 5.190 -2.540 0.136
H -5.071 -2.512 2.362 0.137
H 3.993 -1.686 -3.951 0.082
H -3.121 -2.953 0.609 0.092
H 3.054 1.563 -8.414 0.086
H -3.178 -1.626 6.464 0.095
N -0.135 0.858 5.537 0.080
H 5.182 -3.175 4.132 0.075
H 0.308 -1.882 -4.773 0.058
H 0.865 1.775 -0.952 0.077
H 5.403 1.614 2.403 0.070
H 4.790 -0.775 -1.959 0.124
H -4.190 -3.985 -5.885 0.092
H -0.517 4.000 2.514 0.043
H -6.228 5.330 -1.103 0.081
O 2.856 -0.730 1.127 0.129
H -1.567 -0.188 -5.003 0.056
C 0.750 -1.803 1.626 -0.392
C 1.489 4.982 -0.747 -0.188
H 6.550 -0.695 -1.884 0.129
C 0.291 -5.949 -3.140 -0.428
H 2.304 -3.534 4.789 0.122
C -1.363 -1.613 -2.375 -0.379
H -2.177 -1.933 3.087 0.120
H 1.515 -1.178 5.233 0.055
H -7.507 -0.073 -1.497 0.071
H 2.732 3.456 1.497 0.073
C 4.646 -0.956 -4.453 -0.121
H 2.154 4.981 -1.617 0.126
H -2.291 2.486 -3.939 0.051
H 6.019 2.356 3.833 0.076
O -1.783 -2.093 -3.375 0.152
H 0.438 -2.432 5.879 0.090
H 7.434 0.360 4.557 0.081
H -0.518 3.601 1.043 0.030
C 3.228 4.301 1.018 -0.076
H 3.133 -5.438 6.256 0.076
H -4.101 2.986 4.889 0.087
C -3.214 -3.491 -6.040 -0.105
C 3.738 -5.069 5.428 -0.060
O 2.548 -6.080 -4.025 -0.159
H 4.863 -1.389 -5.429 0.086
H -4.238 3.580 -3.293 0.126
H 0.415 1.373 1.416 0.066
H -1.057 -0.666 6.624 0.080
C -4.140 -1.943 2.258 -0.379
H 4.083 -0.035 -4.627 0.079
C 2.273 5.373 0.512 -0.431
O 6.237 1.243 6.085 -0.175
H 4.242 1.561 6.116 0.132
H 4.741 -2.797 6.438 0.133
N 1.355 5.701 1.593 0.041
B -0.215 -1.269 -0.421 -0.882
H 2.427 2.562 -1.102 0.073
O 0.772 3.773 -0.577 -0.236
C -1.500 2.224 2.117 -0.368
O -0.348 -1.915 0.906 0.208
H -3.872 -0.165 3.262 0.037
H 1.653 -4.351 -3.234 0.122
H -0.996 3.502 -1.311 0.031
H 0.850 5.864 -0.909 0.125
H -2.287 1.170 3.790 0.090
C -1.691 3.387 -3.811 -0.086
H 4.016 -3.078 8.926 0.089
N -2.004 3.567 -1.431 0.079
C -3.754 4.506 -2.954 -0.223
O -4.375 5.011 -1.791 -0.191
H 4.808 -5.141 5.628 0.078
H 3.578 -1.416 8.340 0.081
H 4.839 1.617 -3.046 0.133
O 1.211 -0.848 -0.411 0.220
H 5.463 -0.105 3.866 0.120
H 3.902 -4.505 -4.150 0.081
H -0.499 0.484 2.627 0.072
H -5.085 -1.235 -9.896 0.064
C -3.817 -2.421 -8.014 -0.238
C 3.665 -2.718 6.254 -0.229
H -4.823 0.815 0.908 0.032
H 1.348 -2.017 -6.038 0.072
H 0.329 -7.042 -3.101 0.132
C -6.202 1.382 -0.396 -0.430
C 4.942 0.819 5.724 -0.194
H -0.194 1.703 6.108 0.084
C 3.346 -5.231 -4.784 -0.135
N -4.529 -0.517 2.560 0.069
H -2.487 -4.159 -5.587 0.059
H -1.495 -5.391 -4.137 0.063
H 4.310 2.610 3.422 0.073
H -3.296 -2.544 -5.496 0.080
O -6.657 2.844 1.506 -0.189
C 6.951 1.832 -2.813 -0.067
H -4.309 1.255 4.559 0.068
H -2.344 2.611 -1.471 0.044
H -0.648 3.094 -3.669 0.057
N -1.195 3.661 1.826 0.048
C 5.123 1.879 3.421 -0.050
H 7.834 1.372 -2.355 0.078
C -1.792 -1.444 -9.397 -0.045
C 1.008 0.664 -6.921 -0.200
H 1.093 2.759 -2.362 0.081
C -5.709 5.455 -2.058 -0.103
O 1.017 -2.387 2.635 0.145
H -1.282 -1.858 -8.523 0.055
H 0.783 0.966 5.094 0.064
C -2.401 2.169 3.339 -0.235
H -0.078 -1.494 4.525 0.055
C -6.543 0.007 -0.989 -0.069
H -7.991 2.939 3.083 0.080
H 1.004 1.749 -6.746 0.128
C -0.046 -0.331 6.383 -0.446
H 3.843 4.753 1.808 0.072
C 1.361 2.687 -1.301 -0.060
H -1.187 -0.287 9.111 0.095
H -1.244 1.472 9.572 0.086
C 1.752 -1.004 0.770 -0.409
H -8.158 2.151 0.220 0.118
H -2.897 -3.493 3.156 0.135
H -3.891 5.302 -3.702 0.124
H -1.628 3.835 -4.820 0.077
O -0.572 -2.195 -1.490 0.228
H -2.058 2.946 4.032 0.124
N 5.198 1.768 -1.077 0.041
C -0.442 -5.505 -4.407 -0.057
H -3.267 -2.819 -9.941 0.133
H -1.805 -2.443 5.614 0.082
N -4.817 1.452 0.103 0.083
C 0.389 -1.542 -5.812 -0.045
H 0.486 6.164 1.371 0.077
N 4.173 -3.153 3.955 0.044
H -6.470 -0.713 -0.162 0.065
H -0.403 -1.929 -6.451 0.067
H 5.882 1.402 -0.407 0.071
C 4.732 0.644 4.229 -0.445
O 5.824 -0.809 -3.723 -0.192
H 1.880 -0.012 7.389 0.122
H 4.155 -5.758 -5.283 0.084
O -2.910 -3.290 -7.399 -0.181
H 3.318 -1.724 5.954 0.080
C 3.224 -2.431 8.528 -0.110
H 3.285 -0.777 4.082 0.032
O -1.018 -0.046 -0.684 0.207
H -6.266 2.037 -1.278 0.125
C -2.707 -1.821 5.501 -0.133
C -0.939 0.751 8.823 -0.110
H -1.169 1.325 -5.341 0.040
N 3.375 0.222 3.862 0.073
H -7.127 4.428 2.598 0.091
H -5.600 2.381 4.164 0.077
H 2.453 -2.435 9.295 0.085
H 3.965 3.936 0.299 0.062
H -7.483 1.029 1.320 0.127
C 0.474 -1.424 5.457 -0.075
H -3.957 -1.540 -7.362 0.123
H 2.038 -5.668 -2.044 0.120
H 2.884 6.258 0.255 0.129
H 7.273 -0.597 6.003 0.088
H 1.793 6.147 2.383 0.071
H 3.981 0.027 -8.104 0.083
C 3.003 0.496 -8.176 -0.116
H 4.342 1.274 -0.822 0.052
H 7.075 2.863 -2.461 0.074
C 5.674 -0.296 -2.407 -0.197
C 0.328 -0.014 -5.727 -0.425
H -8.569 3.693 1.662 0.079
N -4.142 -0.848 -9.848 0.026
H -4.824 -2.839 -8.141 0.125
C -3.256 -1.900 -9.342 -0.437
H 0.894 0.262 -4.822 0.134
C 7.286 0.448 5.639 -0.145
O 2.363 0.263 -6.950 -0.211
H -4.249 0.992 -0.609 0.049
H -5.751 -0.290 -1.679 0.070
H 0.450 1.969 3.099 0.070
H -5.617 6.521 -2.295 0.085
N -1.081 0.377 -5.700 0.073
C -1.638 -0.192 -1.835 -0.390
H -6.239 4.793 -2.750 0.082
H -4.412 -1.945 0.142 0.067
O -3.742 2.392 2.997 -0.176
O -2.311 0.623 -2.371 0.143
H -2.896 -1.151 0.691 0.070
H -0.458 -4.575 -1.847 0.053
C -2.285 4.258 -2.708 -0.394
C -7.183 1.861 0.645 -0.220
H 2.855 -4.493 -5.436 0.083
C -3.136 -2.429 3.296 -0.195
H -0.147 -4.514 -4.757 0.066
H 0.756 -1.238 8.029 0.120
C -3.576 -1.983 0.844 -0.045
H 0.455 0.373 -7.820 0.117
O -3.684 -2.284 4.606 -0.162
H -5.300 -0.629 3.228 0.082

=====

1) comes first in stability; the runner-up is 56.1 kcal/mol higher.

=====

1) 11
Properties=species:S:1:pos:R:3:lowdin_charge:R:1 method="wB97M-V/def2-TZVPD" smiles="ON1C[C@@](F)(Cl)C1=S" homo_lumo_gap_ha=0.353
Cl -2.399 -0.891 -0.836 0.738
O 1.991 0.845 -0.466 0.065
C 0.380 -0.939 -0.021 -0.835
N 0.774 0.297 -0.160 -0.175
C -1.088 -0.429 0.221 -0.805
H -0.548 1.702 0.951 0.150
F -1.412 -0.781 1.524 -0.017
H -0.925 1.484 -0.811 0.111
S 1.195 -2.321 -0.135 0.692
C -0.525 0.993 0.072 -0.031
H 2.559 0.041 -0.338 0.106

=====

2) 11
Properties=species:S:1:pos:R:3:lowdin_charge:R:1 method="wB97M-V/def2-TZVPD" homo_lumo_gap_ha=0.317
H 2.715 1.686 -0.391 0.244
C 0.808 -0.266 0.135 -0.693
H 0.068 -1.692 -1.445 0.148
C -0.255 -0.915 -0.663 -0.285
C 1.302 1.337 -0.057 -0.116
O 0.380 2.151 0.331 -0.061
S -2.327 0.150 0.670 0.686
N -1.565 -0.783 -0.621 -0.314
H -3.635 -0.024 0.265 -0.131
F 1.988 -1.066 -0.150 -0.118
Cl 0.520 -0.576 1.926 0.640

=====

1) comes first in stability; the runner-up is 38.0 kcal/mol higher.